Formula: C3H8N2OS
Source: the Open Molecules 2025 dataset
Level of theory: ωB97M-V/def2-TZVPD

Atoms and positions in Å:
1 C 0.856 1.240 0.135
2 C 1.431 -0.142 -0.128
3 C -0.208 0.445 0.946
4 N 0.627 -0.648 0.972
5 N -1.216 -1.272 -0.795
6 O -1.720 1.161 -1.108
7 S -1.877 0.181 -0.099
8 H 1.318 1.763 0.888
9 H 0.367 1.801 -0.733
10 H 1.075 -0.475 -1.031
11 H 2.566 -0.143 0.122
12 H -0.782 1.033 2.094
13 H 0.425 -1.605 0.825
14 H -1.491 -2.101 -0.321
15 H -1.372 -1.238 -1.765

Forces on the atoms, in the same order (eV/Å):
-3.780 -0.447 -1.792
3.255 1.853 2.908
-4.075 2.435 2.336
2.259 -0.797 0.710
-0.014 1.138 1.017
-0.332 2.817 -3.219
1.885 -2.853 3.029
1.658 1.785 1.039
1.142 -0.450 1.311
-0.019 -1.137 -2.287
-1.749 -0.573 -1.078
2.038 -1.927 -3.079
-1.212 -0.765 0.497
-0.565 -0.747 -0.035
-0.491 -0.333 -1.357

Properties
- E_HOMO: -8.1 eV
- ΔE to the lowest compared entry with this formula, charge and spin: 471.4 kJ/mol
- E: -19099.6162 eV
- F_max: 5.29 eV Å⁻¹